No. 1
{"formula": "C16H48O8", "method": "wB97M-V/def2-TZVPD", "e_homo_ha": -0.3705, "gap_ev": 10.390, "energy_ha": -1240.1025, "max_force_ev_per_a": 3.16, "e_above_lowest_kj_mol": 539.7, "charge": 0, "smiles": "CCO.CCO.CCO.CCO.CCO.CCO.CCO.CCO", "symbols": ["C", "C", "O", "H", "H", "H", "H", "H", "H", "C", "C", "O", "H", "H", "H", "H", "H", "H", "C", "C", "O", "H", "H", "H", "H", "H", "H", "C", "C", "O", "H", "H", "H", "H", "H", "H", "C", "C", "O", "H", "H", "H", "H", "H", "H", "C", "C", "O", "H", "H", "H", "H", "H", "H", "C", "C", "O", "H", "H", "H", "H", "H", "H", "C", "C", "O", "H", "H", "H", "H", "H", "H"], "coordinates": [[11.47199, 23.94033, -18.92831], [12.14287, 25.24258, -19.33940], [12.76747, 25.21669, -20.56747], [12.26157, 23.31573, -18.51054], [11.18980, 23.42811, -19.84815], [10.61569, 24.29026, -18.35176], [12.80440, 25.57718, -18.54032], [11.45066, 26.08359, -19.29884], [13.35424, 24.45703, -20.58225], [9.07983, 18.30795, -14.92507], [7.78545, 19.13856, -15.28007], [6.91456, 19.00875, -14.13992], [9.84694, 18.60545, -15.64001], [8.83318, 17.31602, -15.30368], [9.37600, 18.39864, -13.87999], [7.29627, 18.90066, -16.22463], [8.03099, 20.19822, -15.35033], [7.34131, 19.21379, -13.30479], [4.40167, 23.76917, -19.65519], [3.69091, 24.39841, -20.77199], [2.45718, 25.03618, -20.26088], [3.97395, 22.90196, -19.15211], [4.53951, 24.46494, -18.82755], [5.34693, 23.41478, -20.06628], [3.34116, 23.61556, -21.44496], [4.30715, 25.16823, -21.23645], [1.75674, 24.51841, -20.66447], [3.13002, 24.62445, -28.02459], [4.35420, 24.70432, -28.99910], [3.98287, 25.06677, -30.28894], [2.66768, 25.59828, -27.86332], [3.44861, 24.31728, -27.02847], [2.39501, 23.86755, -28.29837], [4.86630, 23.75852, -28.82212], [5.11590, 25.33770, -28.54440], [3.36445, 24.42287, -30.64187], [-1.96646, 20.91363, -21.99676], [-1.58468, 21.35620, -23.45673], [-1.35976, 22.72286, -23.52381], [-2.96932, 21.18786, -21.66939], [-1.18559, 21.17300, -21.28187], [-1.95921, 19.83799, -21.82056], [-2.23262, 20.98357, -24.25010], [-0.58620, 21.09328, -23.80603], [-1.69572, 22.84582, -24.41466], [7.35331, 27.58818, -13.55985], [8.79070, 27.09055, -13.22932], [9.41052, 27.63795, -12.10340], [6.83240, 27.25421, -14.45719], [7.27192, 28.67470, -13.59065], [6.73623, 27.30218, -12.70807], [9.42846, 27.22625, -14.10279], [8.58858, 26.02982, -13.08071], [9.79934, 28.50836, -12.21655], [9.00135, 26.25744, -24.99569], [9.68528, 24.94117, -25.45595], [9.87945, 24.07768, -24.35136], [8.10128, 26.01384, -24.43121], [8.70422, 26.95225, -25.78122], [9.74205, 26.77316, -24.38456], [10.63897, 25.16435, -25.93425], [8.99933, 24.55374, -26.20926], [10.71933, 24.34534, -23.97115], [-0.45036, 29.25089, -24.17833], [0.34355, 30.04988, -25.24790], [-0.37651, 30.19720, -26.48168], [-1.46652, 29.52958, -23.89932], [0.11015, 29.17218, -23.24681], [-0.58015, 28.23379, -24.54814], [1.32713, 29.65105, -25.49608], [0.55646, 30.99035, -24.73969], [0.30699, 30.06010, -27.14170]], "atomic_forces_ev_per_a": [[0.72, 0.82, -1.15], [-0.52, 0.86, 1.53], [0.53, 0.02, -1.11], [-0.60, -0.18, 0.84], [-0.61, 0.06, 0.06], [0.09, -1.11, 0.50], [0.68, -0.31, 0.18], [-0.45, -0.14, -0.77], [0.16, -0.03, -0.10], [-1.42, 0.44, -2.65], [1.60, 0.61, 2.65], [-1.30, -0.40, -1.00], [0.49, 0.30, 0.42], [0.20, -0.48, 0.98], [-0.05, -0.15, -0.28], [-0.19, -0.61, 0.44], [0.23, 0.18, -0.20], [0.42, 0.12, -0.36], [1.27, -0.61, 1.23], [-2.41, 0.35, 0.46], [0.88, -0.41, -0.64], [-0.64, -0.09, -0.53], [0.43, 0.27, -0.21], [0.42, 0.13, 0.36], [0.47, 0.24, -0.60], [-0.14, -0.15, -0.25], [-0.29, 0.26, 0.16], [0.76, 0.36, 0.15], [-1.04, -0.80, 2.63], [0.60, 0.23, -0.37], [-0.23, -0.03, -0.38], [0.36, -0.07, 0.06], [-0.08, 0.17, -0.43], [-0.04, -0.71, -1.12], [-0.32, 0.96, -0.63], [-0.02, -0.11, 0.09], [0.62, -0.77, -0.84], [1.30, -1.89, 1.46], [-1.57, 2.03, -0.53], [0.21, 0.66, -0.15], [-0.18, 0.88, -0.07], [-0.05, -0.39, -0.81], [-0.67, 0.07, 0.34], [0.14, -1.96, 0.67], [0.23, 1.38, -0.06], [0.01, 1.00, 1.23], [-1.17, 0.11, -1.78], [-0.30, -0.35, 1.05], [0.64, -0.53, -0.13], [0.29, 0.21, -0.04], [-0.20, -0.07, 0.01], [0.10, -0.20, -0.15], [0.89, -0.13, 0.35], [-0.26, -0.03, -0.55], [0.78, -0.35, 0.17], [-0.98, 1.56, -0.25], [-0.08, -0.14, -0.40], [0.16, 0.02, 0.20], [0.17, -0.25, -0.34], [-0.34, 0.24, 0.37], [0.02, -0.03, -0.17], [0.27, -0.90, 0.17], [0.01, -0.14, 0.27], [0.55, -1.21, -0.83], [-0.91, 0.29, 1.13], [0.43, -0.02, 0.62], [0.14, 0.87, -0.45], [0.20, 0.14, -0.06], [0.10, -0.24, 0.03], [-0.06, -0.59, 0.46], [-0.09, 0.64, -0.55], [-0.35, 0.12, -0.36]]}



No. 2
{"formula": "C39H63IN3O13S", "method": "wB97M-V/def2-TZVPD", "e_homo_ha": -0.3814, "gap_ev": 5.612, "energy_ha": -3360.7961, "max_force_ev_per_a": 9.76, "charge": 1, "symbols": ["C", "C", "O", "C", "O", "C", "C", "C", "C", "C", "N", "C", "S", "C", "C", "O", "O", "C", "C", "C", "C", "C", "N", "C", "O", "C", "C", "C", "O", "C", "C", "C", "C", "I", "N", "C", "C", "C", "O", "H", "H", "H", "H", "H", "H", "H", "H", "H", "H", "H", "H", "H", "H", "H", "H", "H", "H", "H", "H", "H", "H", "H", "H", "H", "H", "H", "H", "H", "H", "H", "H", "H", "H", "H", "C", "O", "C", "C", "O", "C", "C", "O", "C", "H", "H", "H", "H", "H", "H", "H", "H", "H", "H", "H", "H", "H", "H", "C", "O", "C", "C", "O", "C", "C", "O", "C", "H", "H", "H", "H", "H", "H", "H", "H", "H", "H", "H", "H", "H", "H"], "coordinates": [[-4.96091, 6.04045, -3.02732], [-4.98634, 4.45898, -3.53656], [-4.89219, 3.49420, -2.42434], [-4.64751, 2.12230, -2.89863], [-4.73017, 1.83313, -4.20924], [-4.28156, 0.82977, -1.90571], [-3.78151, 1.27755, -0.40973], [-2.32632, 0.58733, 0.03930], [-1.07225, 1.58156, -0.40779], [-0.10504, 0.94885, -1.61246], [-0.34289, -0.41903, -2.25566], [-0.96663, -0.14345, -3.47186], [-1.39116, -0.02151, -5.12532], [1.18181, 1.80219, -2.17028], [2.19916, 1.18710, -3.33363], [1.78408, 1.10933, -4.62898], [3.53598, 0.77881, -2.87385], [3.97645, -0.48750, -3.48708], [5.55907, -0.67985, -3.81026], [6.27274, -2.02885, -4.46526], [5.13213, -3.21864, -4.75548], [3.59780, -2.81985, -4.38440], [3.01205, -1.57837, -3.80468], [1.38480, 3.31425, -1.48514], [2.53641, 4.08923, -1.98367], [2.31955, 4.58103, -3.35761], [3.08954, 6.00184, -3.68703], [2.13300, 7.33501, -3.50990], [3.45559, 5.94794, -5.12737], [0.34770, 3.84052, -0.28149], [0.71369, 5.33105, 0.33017], [-0.39325, 6.50095, -0.05758], [-0.91452, 6.23503, -1.58917], [0.56616, 8.51242, 0.08708], [-0.81811, 2.96466, 0.22860], [-1.69126, 3.50860, 1.36559], [-0.88402, 3.62898, 2.80663], [-1.34934, 2.53663, 3.93531], [-2.77180, 2.68309, 4.33748], [-3.92237, 6.53298, -3.31555], [-5.78910, 6.70560, -3.56831], [-5.12529, 6.16097, -1.86902], [-6.04149, 4.28337, -4.05972], [-4.10249, 4.37167, -4.32385], [-5.32285, 0.26551, -1.75414], [-3.56185, 0.05551, -2.41957], [-3.56209, 2.44152, -0.43553], [-4.56922, 1.05359, 0.42929], [-2.30741, -0.45933, -0.49051], [-2.30192, 0.36030, 1.20895], [6.27720, 0.22779, -3.53559], [7.41818, -2.15602, -4.66465], [5.43503, -4.27262, -5.21475], [2.80134, -3.67904, -4.62565], [2.74886, 3.79624, -4.14795], [1.15430, 4.61085, -3.55936], [4.07569, 6.16320, -3.05146], [2.63147, 8.25585, -4.07927], [1.04614, 7.20914, -3.93957], [2.17214, 7.61681, -2.36690], [2.61077, 5.56867, -5.55897], [1.74623, 5.72843, -0.11959], [0.89931, 5.32126, 1.50873], [-1.28480, 6.56447, 0.73403], [-1.37498, 7.21041, -2.08577], [0.03890, 5.93686, -2.22807], [-1.65188, 5.30178, -1.68326], [-2.10118, 4.56106, 0.97804], [-2.64510, 2.86751, 1.58234], [-1.11969, 4.72906, 3.20643], [0.28723, 3.55703, 2.67591], [-0.72074, 2.78774, 4.91882], [-1.05439, 1.44421, 3.61964], [-2.76466, 2.39407, 5.31696], [-6.05743, -2.30790, 5.20328], [-4.69393, -2.58263, 5.48056], [-3.79055, -1.77227, 4.73112], [-2.62855, -1.29142, 5.60477], [-2.97763, -0.32532, 6.60476], [-3.79943, -0.78554, 7.68638], [-3.12468, -1.78767, 8.63041], [-2.93919, -3.04787, 7.99315], [-1.68022, -3.63875, 8.26369], [-6.35341, -2.80261, 4.27279], [-6.65582, -2.70463, 6.02575], [-6.24814, -1.23241, 5.13768], [-4.29888, -0.90311, 4.29645], [-3.40085, -2.38787, 3.91581], [-1.91149, -0.78184, 4.94832], [-2.08298, -2.12491, 6.04395], [-4.75255, -1.15747, 7.31691], [-4.03483, 0.11032, 8.27238], [-3.76554, -1.95329, 9.50073], [-2.17076, -1.37335, 8.97545], [-0.86886, -2.90648, 8.18067], [-1.50414, -4.42243, 7.52308], [-1.68519, -4.08409, 9.25948], [2.40579, -5.08257, -1.37370], [2.72357, -6.45162, -1.56394], [3.17288, -6.74914, -2.88456], [4.36078, -7.71499, -2.85695], [5.58341, -7.16237, -2.35201], [5.61695, -6.84174, -0.95446], [5.56142, -8.04988, -0.01209], [4.27229, -8.65522, -0.02957], [4.31243, -10.07141, -0.04198], [1.41178, -4.87270, -1.78119], [2.40227, -4.88276, -0.30040], [3.15040, -4.42662, -1.83485], [3.46059, -5.83868, -3.42406], [2.33826, -7.21568, -3.41494], [4.57874, -7.99916, -3.89450], [4.11350, -8.64315, -2.34451], [4.85750, -6.10271, -0.70880], [6.58070, -6.34472, -0.79468], [5.75273, -7.71908, 1.01238], [6.34007, -8.76639, -0.29672], [5.05512, -10.44400, -0.75681], [3.33149, -10.43851, -0.35287], [4.53218, -10.44557, 0.95886]], "atomic_forces_ev_per_a": [[0.24, 0.31, 0.15], [-1.07, 1.72, -1.63], [1.38, -3.12, -1.44], [-0.30, -0.94, -6.23], [0.54, 2.02, 8.01], [-1.45, 0.61, 1.04], [1.01, 0.95, 0.22], [-0.56, 0.48, 0.23], [1.94, -0.25, -1.51], [1.57, 3.44, 0.57], [-3.44, 4.54, -4.57], [2.38, -1.31, -0.20], [1.22, -0.42, 6.34], [-2.29, 1.50, 3.20], [-1.58, -0.56, -5.92], [2.89, 0.64, 9.30], [-3.17, -1.63, -1.99], [2.56, -4.39, -2.57], [-0.56, -1.21, -0.36], [-6.41, 0.07, 1.29], [-0.29, 4.40, 1.65], [1.98, 0.65, -0.04], [5.34, 0.17, -0.50], [-1.53, -2.46, 0.21], [-3.57, -1.26, 1.09], [-0.19, -0.25, -1.93], [-0.76, 0.91, -0.41], [1.09, 0.32, 0.45], [-2.34, -1.27, 1.21], [1.31, -1.75, -1.83], [0.29, 0.65, 0.41], [-1.05, -1.25, -0.17], [0.59, 0.01, -0.48], [-0.54, -1.30, 0.02], [2.66, -2.08, -3.48], [-0.71, 0.89, 0.86], [-0.32, 0.73, 0.29], [1.10, 0.69, 1.05], [2.16, -0.92, 1.11], [-2.12, -1.11, 0.74], [1.74, -1.77, 1.12], [0.32, -0.40, -2.29], [2.53, 0.20, 0.96], [-2.02, -0.37, 1.80], [2.26, 1.26, -0.56], [-1.40, 2.00, 0.68], [-0.86, -2.36, 0.11], [1.49, 0.43, -1.79], [0.72, 2.21, 0.89], [0.06, 0.80, -2.53], [-1.80, -2.16, -0.66], [-2.53, 0.48, 0.49], [-0.92, 2.59, 1.16], [1.81, 2.34, 0.71], [-0.72, 1.56, 1.88], [2.33, 0.34, 0.35], [-2.09, -0.65, -1.43], [-0.96, -2.21, 1.16], [2.13, 0.07, 1.02], [-0.60, -0.52, -2.25], [2.07, 1.02, 0.66], [-2.30, -1.45, 0.66], [-0.63, -0.24, -2.64], [2.04, -0.20, -1.87], [0.84, -2.22, 1.24], [-1.97, 0.77, 1.33], [1.39, 2.13, 0.45], [1.09, -2.33, 0.94], [2.02, 0.87, -0.88], [0.50, -2.49, -0.72], [-2.46, -0.03, 0.15], [-1.01, -0.58, -2.31], [-0.82, 1.98, 0.40], [-0.31, 0.55, -2.33], [0.18, -0.31, 0.06], [-0.05, 0.65, -0.12], [0.05, -0.28, 0.59], [-0.03, 0.18, -0.14], [-0.07, -0.34, -0.16], [0.13, 0.08, 0.34], [-0.28, -0.12, -0.50], [0.38, 0.31, -0.12], [-0.27, -0.04, -0.09], [-0.17, 0.13, -0.02], [0.10, -0.08, -0.09], [0.02, 0.02, -0.07], [-0.05, -0.01, 0.10], [0.22, 0.10, -0.17], [-0.16, 0.09, 0.04], [-0.24, -0.15, 0.04], [0.08, -0.27, -0.03], [0.20, -0.05, -0.07], [-0.06, 0.25, 0.12], [0.00, -0.03, -0.06], [-0.01, -0.01, 0.09], [-0.14, 0.04, 0.09], [0.22, -0.03, 0.11], [-0.09, -0.41, 0.08], [0.32, 0.47, -0.23], [0.16, -0.37, 0.49], [0.10, 0.12, -0.24], [-0.45, -0.03, 0.25], [0.28, -0.19, 0.02], [-0.43, 0.29, -0.25], [0.25, -0.19, -0.33], [-0.15, 0.24, 0.03], [0.02, 0.23, -0.04], [-0.08, -0.10, -0.05], [-0.03, 0.03, -0.08], [0.04, 0.02, 0.12], [0.06, -0.09, -0.26], [0.04, 0.20, 0.10], [-0.18, 0.14, 0.19], [-0.21, -0.17, 0.09], [-0.01, -0.18, -0.11], [0.25, 0.14, 0.03], [-0.06, 0.01, -0.05], [0.02, -0.01, 0.08], [0.05, 0.12, 0.11], [0.10, -0.23, 0.03]]}



No. 3
{"formula": "C3HO3", "method": "wB97M-V/def2-TZVPD", "e_homo_ha": -0.0925, "gap_ev": 6.073, "energy_ha": -340.5347, "max_force_ev_per_a": 4.97, "e_above_lowest_kj_mol": 388.2, "charge": -1, "symbols": ["C", "C", "C", "O", "O", "O", "H"], "coordinates": [[-0.12301, -0.78425, 0.21437], [3.41600, 0.15272, -0.01530], [1.08843, -1.14146, -0.03658], [2.73826, 1.08294, -0.17193], [4.27932, -0.61930, 0.04418], [-0.89859, -1.82022, -0.03936], [-0.68498, 0.22918, 0.65632]], "atomic_forces_ev_per_a": [[-4.30, 2.07, 1.35], [0.24, 0.42, -0.78], [2.25, -0.13, -0.32], [-0.25, 0.03, 0.40], [-0.03, -0.45, 0.37], [0.27, -0.01, 0.01], [1.83, -1.94, -1.03]]}



No. 4
{"formula": "C13H28IrNO2PSi", "method": "wB97M-V/def2-TZVPD", "e_homo_ha": [-0.1563, -0.2978], "gap_ev": [4.681, 6.022], "spin_multiplicity": 6, "energy_ha": -1452.2630, "max_force_ev_per_a": 4.65, "e_above_lowest_kj_mol": 124.3, "charge": 0, "s_squared": 8.8157, "symbols": ["Ir", "Si", "P", "N", "H", "C", "H", "H", "H", "C", "H", "H", "H", "C", "H", "H", "H", "C", "H", "H", "H", "H", "H", "C", "C", "C", "C", "C", "C", "H", "H", "H", "H", "H", "C", "O", "C", "H", "H", "H", "C", "H", "H", "H", "O", "H", "H"], "coordinates": [[-0.45173, -0.04492, 0.50823], [-1.10929, 2.11372, 0.43127], [-0.26112, -0.06231, -1.67145], [1.34645, 0.01239, 0.72195], [-1.91423, 0.73712, 1.00069], [0.15476, -1.69760, -2.32762], [0.20989, -1.69570, -3.42619], [-0.57905, -2.43430, -2.00484], [1.12493, -2.01537, -1.93219], [-1.64151, 0.48774, -2.74276], [-1.33488, 0.40456, -3.80036], [-1.90630, 1.53485, -2.54272], [-2.53069, -0.13439, -2.58208], [1.15128, 0.93706, -2.24801], [1.15803, 0.99411, -3.34114], [2.08808, 0.48769, -1.90357], [1.09384, 1.94996, -1.84534], [-2.96011, 2.54993, 0.67286], [-3.46047, 1.76317, 1.26141], [-3.45089, 2.64551, -0.29920], [-2.99997, 3.48812, 1.23281], [-0.34736, 2.74110, 1.60342], [-0.75444, 2.80051, -0.86041], [2.60895, 0.29803, 0.91531], [4.93638, -0.38387, 1.16962], [3.59819, -0.71042, 1.13754], [3.06313, 1.66765, 0.81570], [4.41312, 1.95895, 0.82926], [5.36152, 0.93280, 0.96717], [5.68352, -1.17723, 1.26933], [3.26079, -1.74377, 1.22904], [2.32916, 2.48266, 0.68174], [4.76960, 2.98350, 0.65323], [6.42070, 1.17135, 0.94422], [-2.32542, -2.26714, 0.57646], [-1.07275, -2.17895, 0.36659], [-2.83513, -2.57496, 1.94831], [-3.76227, -1.99994, 2.26173], [-2.03713, -2.36975, 2.69124], [-3.03135, -3.66296, 1.85483], [-3.32190, -1.89207, -0.48851], [-2.98157, -2.50941, -1.33849], [-3.38238, -0.85829, -0.84268], [-4.32173, -2.13051, -0.08493], [-0.33497, -0.93575, 2.67644], [0.46436, -1.50061, 2.61901], [-0.12801, -0.16225, 3.24303]], "atomic_forces_ev_per_a": [[-3.91, -2.29, 1.03], [-0.82, 2.71, 0.12], [0.22, 0.09, -3.25], [3.20, -0.28, 0.60], [0.64, -0.93, 0.68], [0.12, -0.38, -0.56], [0.03, 0.09, 0.20], [-0.02, 0.12, 0.06], [-0.13, 0.11, 0.03], [0.05, 0.04, -0.44], [-0.14, 0.05, 0.33], [0.12, -0.26, 0.03], [0.31, 0.12, -0.01], [-0.01, 0.09, -0.27], [0.07, -0.02, 0.09], [-0.19, 0.00, -0.03], [-0.04, -0.07, -0.04], [0.26, 0.26, 0.24], [0.02, 0.49, -0.27], [-0.09, 0.09, 0.15], [-0.34, 0.06, -0.22], [-0.28, -0.11, -0.56], [0.13, 0.01, 0.26], [0.86, 0.92, 0.07], [0.36, -0.19, -0.26], [-0.28, -0.08, -0.10], [-0.16, 0.17, -0.01], [0.23, 0.02, -0.33], [-0.19, 0.14, 0.26], [-0.29, 0.28, 0.08], [0.12, 0.25, -0.02], [0.34, -0.68, 0.07], [-0.29, -0.45, 0.23], [-0.15, -0.07, 0.00], [-3.72, 1.01, 0.33], [3.97, 0.63, -0.14], [-0.02, -0.27, 0.23], [0.87, -0.74, -0.49], [-0.63, -0.40, -0.37], [-0.38, 0.29, 1.07], [0.37, -0.84, 0.52], [-0.85, 0.16, -0.27], [0.25, 0.43, 0.18], [0.30, -0.21, -0.69], [0.52, -0.10, 1.59], [-0.53, 0.47, 0.18], [0.10, -0.74, -0.31]]}